DFT (ωB97M-V with the def2-TZVPD basis set) results for a molecular structure, C22H31BrN5O3PdS at a distorted geometry.

Structure (XYZ):
```
64
C22H31BrN5O3PdS | the Open Molecules 2025 dataset | ωB97M-V with the def2-TZVPD basis set
H 2.55647 -1.22846 -1.18945
H -6.27704 -4.14286 3.48226
C 2.88606 0.71181 -0.32205
C -4.91625 -3.71939 -2.58752
H -4.13827 -5.44302 -1.57054
C -0.30181 -2.32326 3.51536
C -2.99465 -3.67886 -1.15578
C -5.59259 -2.90457 1.86985
C -3.72245 -1.67111 -2.22912
H 3.01948 1.15185 0.67002
H -5.73000 -4.25600 -3.05615
H -4.02359 -0.68519 4.61513
H -5.29313 -2.71582 5.24258
H 1.44219 0.77692 -1.78183
C -0.35024 2.50411 -1.08514
H -4.79436 -1.47132 0.47839
C -1.68903 -1.60155 -0.71946
C 2.77531 -0.80494 -0.20800
H -2.31774 -1.78946 3.23563
H -2.19448 1.58816 2.59304
Br -3.64503 0.20330 -2.52349
H 1.33901 2.95040 0.18606
H -0.77788 3.50524 -1.15441
H -6.03639 -3.52316 1.10185
H -0.53908 1.98928 -2.02889
C -4.02483 -4.38309 -1.75482
O -1.58589 -1.72942 0.52426
S 0.21240 0.75025 2.95532
H 1.37618 -2.14023 0.56153
H 1.65181 3.19909 -1.53887
C -4.31383 -0.98071 2.50491
C -0.87317 -3.66455 3.95268
H -2.30678 -4.17196 -0.48094
O -4.03924 1.04983 1.30203
H 0.38681 -1.91186 4.25291
C -1.27666 -0.11363 3.03314
C -2.81781 -2.31911 -1.39985
C -4.89910 -1.76173 1.51364
H -2.61183 -3.72759 2.61455
C -4.45480 -1.31976 3.84907
C -5.16707 -2.45808 4.20003
C -3.61137 0.26241 2.11278
N -1.03203 1.71621 -0.01703
H -1.97335 1.44253 -0.30721
N 1.60394 1.16324 -0.85482
C 1.14814 2.55283 -0.81423
C -5.72584 -3.25306 3.20952
H -2.09488 -5.29309 3.21804
Pd 0.10791 0.11866 0.40739
H 3.74586 0.99524 -0.93604
H 0.23847 -2.45015 2.57095
C -4.77457 -2.35968 -2.81561
H -5.47687 -1.83011 -3.44349
N -1.39134 -1.38519 3.30642
N -2.41117 0.62061 2.77159
C -1.73405 -4.32321 2.87846
H -1.44953 -3.52334 4.87118
H 3.70558 -1.24776 0.15016
O -0.92425 -0.89887 -1.42194
H 1.89367 -1.03315 1.66677
H -1.10243 2.28790 0.82049
H -0.03719 -4.31586 4.21147
N 1.63725 -1.16630 0.68980
H -1.16048 -4.47778 1.96266
```

Output
Total charge   +1
LUMO level (alpha / beta)   -3.25 / -3.25 eV
ΔE to the lowest compared entry with this formula, charge and spin   13.1 kcal per mole
Maximum force   0.0200 Eh/bohr
Gap between HOMO and LUMO (alpha / beta)   7.44 / 7.44 eV

---

DFT (ωB97M-V with the def2-TZVPD basis set) results for C3H4OS in the gas phase at a distorted geometry.

Structure (XYZ):
```
9
C3H4OS | the Open Molecules 2025 dataset | ωB97M-V with the def2-TZVPD basis set
O -0.28190 0.94197 1.53237
H -1.46422 -0.36433 -0.08469
S 1.87896 -0.04028 -1.47069
C 0.58553 0.00362 -0.50238
H -0.52629 -1.51409 0.66114
H 0.64318 2.52083 0.59753
H -0.66208 -1.78696 -1.07229
C -0.59388 -1.00765 -0.27091
C 0.42070 1.24690 0.60991
```

Output
Total charge   0
LUMO level   -0.90 eV
ΔE to the lowest compared entry with this formula, charge and spin   45.0 kcal per mole
SMILES string   CC(=S)C=O
Maximum force   0.0721 Eh/bohr
Gap between HOMO and LUMO   8.02 eV

---

DFT (ωB97M-V with the def2-TZVPD basis set) results for a molecular structure, C14H28KO3S at a distorted geometry.

Structure (XYZ):
```
47
C14H28KO3S | the Open Molecules 2025 dataset | ωB97M-V with the def2-TZVPD basis set
H -1.79119 -2.69091 0.01385
H 0.40547 3.77918 -1.81675
C 0.75414 3.01790 0.34203
C 2.25588 -0.96426 -1.90895
O -2.94140 1.23689 -1.90109
H 1.88394 1.74870 -2.96448
H 2.92725 0.90847 -0.63683
H -1.00864 0.19153 -0.16734
H -3.17753 -0.57853 2.13966
H -1.21790 4.05628 1.16024
H 2.70418 -1.07888 1.12032
C -2.70110 -2.13166 0.54068
H 3.03475 -4.17508 0.92668
H 1.14507 4.04276 0.81346
C 1.21233 1.59803 -1.98927
H -3.14408 -1.44853 -1.69771
C -3.70461 -1.62899 -0.68178
H 1.29687 -1.20366 -2.56997
K -3.46779 -0.53162 3.87264
H -1.33093 -1.22186 2.21532
C -1.83706 0.46683 0.61296
H -0.58052 1.48196 2.36853
H -3.30197 -2.96570 1.12175
O -4.46779 -0.39983 -0.32711
H 3.37331 -2.99847 -1.50929
C -0.89549 3.04713 0.60993
H -1.37913 3.02564 -0.47439
C 3.32423 -1.87033 0.47815
H 4.45655 -1.52161 0.33538
C -2.21863 -0.87573 1.50347
H 3.12601 -0.72338 -2.68926
C 1.96503 0.43370 -1.10395
H -4.45297 -2.53907 -0.87098
H 2.71701 -3.02564 2.41248
H 4.51719 -3.30289 1.89658
C -1.39135 1.76496 1.55067
H 1.26458 2.16811 0.96539
H 0.16531 1.22443 -2.39344
H 1.22789 0.17202 -0.21111
S -3.37599 0.92015 -0.42517
O -4.07455 2.22315 0.11067
H 2.25117 3.52060 -1.31371
C 1.15755 3.05934 -1.24620
H 1.62106 -2.88401 -0.82467
H -2.37492 2.13606 2.09924
C 3.42467 -3.21267 1.47103
C 2.62410 -2.25050 -0.95765
```

Output
Total charge   +1
LUMO level   -4.19 eV
Maximum force   0.1518 Eh/bohr
Gap between HOMO and LUMO   8.60 eV

---

DFT (ωB97M-V with the def2-TZVPD basis set) results for a gas-phase ion, C5H10NO (charge +1) at a distorted geometry.

Structure (XYZ):
```
17
C5H10NO | the Open Molecules 2025 dataset | ωB97M-V with the def2-TZVPD basis set
C -0.65713 1.06771 2.09463
C 1.39345 -0.97973 -1.68307
H -1.86331 -0.44420 -1.49301
H -1.23845 -1.09114 0.23626
H 2.22582 -1.38296 -1.02194
H 1.63528 -1.10813 -2.65556
H -1.70883 0.78462 2.37445
H -0.71711 -0.41811 -3.06300
H 0.05002 0.80918 2.86787
H -0.67922 2.19419 2.11133
H 1.15200 2.12103 1.03725
H 0.34378 -1.43052 0.91271
C 0.00472 0.60885 0.80385
C -0.91517 -0.49811 -1.94527
C -0.18188 -0.81821 0.18190
O 1.00067 1.34308 0.46400
N 0.15535 -0.75755 -1.22241
```

Output
Total charge   +1
LUMO level (alpha / beta)   -4.83 / -5.80 eV
ΔE to the lowest compared entry with this formula, charge and spin   118.7 kcal per mole
Maximum force   0.0921 Eh/bohr
Gap between HOMO and LUMO (alpha / beta)   6.82 / 5.00 eV

---

DFT (ωB97M-V with the def2-TZVPD basis set) results for a gas-phase ion, C5H13NP (charge +1) at a distorted geometry.

Structure (XYZ):
```
20
C5H13NP | the Open Molecules 2025 dataset | ωB97M-V with the def2-TZVPD basis set
H -1.64444 1.22003 1.29923
H -2.85337 1.09074 -0.72935
H 3.73420 1.18496 -0.88431
C -1.02962 1.50926 0.38281
H -0.50861 -1.41627 -1.15504
H -0.41295 -3.02003 -0.30632
C 0.28041 -1.35091 0.80420
H -0.41301 -1.66551 1.57698
H 1.80227 1.39032 -1.38721
H 1.20016 -1.97304 -0.88928
H -0.77768 2.62685 0.38772
C 2.65395 1.10251 -0.72606
H 0.66117 0.65904 2.27514
H 1.19225 -1.64601 1.30478
C 0.13771 -2.01821 -0.51193
N 2.29588 0.56474 0.32382
C -1.75813 1.06140 -0.80960
H -1.39103 1.67640 -1.70162
P 0.58309 0.42484 0.85144
H -1.52109 0.06547 -1.14700
```

Output
Total charge   +1
LUMO level   -3.83 eV
ΔE to the lowest compared entry with this formula, charge and spin   36.9 kcal per mole
SMILES string   C=[N+]=[PH](CC)CC
Maximum force   0.0899 Eh/bohr
Gap between HOMO and LUMO   10.71 eV

---

DFT (ωB97M-V with the def2-TZVPD basis set) results for C4H9NO in the gas phase.

Structure (XYZ):
```
15
C4H9NO | the Open Molecules 2025 dataset | ωB97M-V with the def2-TZVPD basis set
C -0.94506 -0.39656 -0.57313
H -2.56158 1.00915 -0.18772
C -1.69859 0.57552 0.32789
H -0.61614 0.10499 -1.48891
C 0.28287 -1.01324 0.09925
H 0.76152 -1.72145 -0.58669
H 1.45369 0.11366 1.50906
O 1.99911 0.64602 -1.53309
H -0.02142 -1.57259 0.99152
H 2.74926 1.34282 0.23664
N 1.27371 -0.03348 0.52918
C 2.04573 0.68804 -0.31978
H -1.04694 1.39908 0.63885
H -1.60860 -1.21760 -0.87544
H -2.06754 0.07564 1.23238
```

Output
Total charge   0
LUMO level   0.84 eV
ΔE to the lowest compared entry with this formula, charge and spin   10.5 kcal per mole
SMILES string   CCCNC=O
Maximum force   0.0070 Eh/bohr
Gap between HOMO and LUMO   10.67 eV